[1]
{"formula": "C5H9NO2", "method": "ωB97M-V with the def2-TZVPD basis set", "symbols": ["C", "C", "C", "C", "O", "C", "N", "O", "H", "H", "H", "H", "H", "H", "H", "H", "H"], "coordinates": [[-1.44724, 0.98670, -0.00651], [-0.33108, 0.32878, -0.28028], [1.07401, 0.64286, 0.14187], [1.28176, 1.34816, 1.45500], [1.97396, 0.56868, -0.70660], [-0.25589, -1.12678, -0.68116], [-1.47877, -1.80297, -0.71876], [0.49033, -1.31070, -1.81620], [-2.40703, 0.53358, -0.20213], [-1.42614, 1.98573, 0.40194], [0.92784, 0.72313, 2.27467], [0.72023, 2.28496, 1.46456], [2.33659, 1.57332, 1.59660], [0.56348, -1.33302, 0.31465], [-1.68386, -2.39714, 0.07663], [-1.61327, -2.30401, -1.58512], [1.27509, -0.70126, -1.72914]], "atomic_forces_ev_per_a": [[0.4, 0.3, -0.1], [-0.3, -0.9, 0.6], [0.5, 3.1, -1.8], [0.4, -0.5, 0.1], [-0.6, -0.5, 1.5], [2.6, 0.9, 2.7], [-0.7, -0.7, 0.1], [0.6, 0.0, -0.8], [0.0, 0.0, -0.2], [0.0, 0.1, 0.1], [-0.1, 0.1, 0.1], [-0.1, -0.1, -0.1], [0.0, 0.0, 0.0], [-2.2, -1.2, -1.8], [0.2, 0.2, -0.2], [0.2, -0.1, 0.0], [-0.8, -0.5, -0.3]], "homo_lumo_gap_ev": 9.6, "e_tot_ha": -401.08501, "total_charge": 0, "e_above_lowest_kcal_mol": 57.6, "smiles": "C=C(C(C)=O)[C@@H](N)O", "homo_ev": -9.07}

***

[2]
{"formula": "C5H9NO2", "method": "ωB97M-V with the def2-TZVPD basis set", "symbols": ["C", "C", "O", "N", "C", "H", "H", "H", "H", "H", "H", "H", "C", "C", "O", "H", "H"], "coordinates": [[-1.56613, 0.06990, 1.78740], [-1.37057, -0.01428, 0.47066], [-2.42405, -0.05852, -0.39187], [-0.18694, 0.70179, -0.25883], [0.81179, 1.43368, 0.49572], [-0.81284, 0.38598, 2.48319], [-2.55221, -0.05505, 2.20260], [-2.91129, -0.87766, -0.23645], [-0.46087, 1.02052, -1.17844], [1.36306, 0.69646, 1.08515], [0.37132, 2.11063, 1.22612], [1.45216, 1.98552, -0.19108], [1.96993, -1.36332, -1.89779], [1.00990, -1.19404, -1.02146], [0.34912, -1.78917, -0.17181], [2.11045, -2.30220, -2.40379], [2.84717, -0.75024, -1.99934]], "atomic_forces_ev_per_a": [[0.5, -0.2, -0.2], [1.7, 4.8, -0.9], [0.3, -1.2, -0.5], [-2.1, -1.9, 0.9], [-0.7, -0.6, 0.3], [0.4, -0.2, 0.0], [-0.1, -0.4, -0.1], [0.0, 0.1, -0.1], [-0.2, 0.2, 0.4], [0.4, 0.2, -0.1], [-0.1, 0.4, 0.0], [0.1, -0.1, 0.1], [1.3, 1.4, -0.7], [-2.0, -5.2, 3.9], [1.7, 2.1, -3.0], [-0.7, -0.4, 0.1], [-0.3, 0.8, -0.1]], "homo_lumo_gap_ev": 8.7, "e_tot_ha": -401.00515, "total_charge": 0, "e_above_lowest_kcal_mol": 107.7, "smiles": "C=C(O)NC.C=C=O", "homo_ev": -8.28}

***

[3]
{"formula": "C5H9NO2", "method": "ωB97M-V with the def2-TZVPD basis set", "symbols": ["C", "N", "O", "C", "C", "C", "O", "C", "H", "H", "H", "H", "H", "H", "H", "H", "H"], "coordinates": [[-2.98703, -0.17622, 0.02374], [-1.68317, -0.38982, -0.33623], [-0.96901, 0.68042, 0.15964], [0.41978, 0.45947, 0.15210], [1.24971, 1.89737, -0.05201], [1.07038, -0.75048, 1.09872], [1.59596, -1.43552, -0.08650], [1.11203, -0.52534, -1.04767], [-3.59886, -1.09796, -0.03627], [-3.46421, 0.68434, 0.50435], [2.38065, 1.62308, 0.33324], [0.87231, 2.60003, 0.75998], [1.16551, 2.27907, -1.08880], [0.34448, -1.34403, 1.73950], [1.74108, -0.38488, 1.71477], [0.13282, -0.85430, -1.61319], [2.00360, -0.16466, -1.59432]], "atomic_forces_ev_per_a": [[3.5, -2.5, -1.2], [-5.4, 1.1, 2.7], [1.2, 0.6, -0.5], [4.0, -0.5, -2.4], [0.4, -2.2, 3.8], [-4.9, -0.5, -4.0], [-0.4, -0.2, 1.8], [-3.4, 1.0, 1.0], [0.3, 0.8, -0.6], [0.9, 0.0, -0.1], [-2.7, 0.8, -1.5], [0.4, -0.4, -1.4], [0.1, -0.3, 0.8], [0.5, 0.5, -1.2], [3.9, 1.6, 2.8], [2.5, 0.0, 0.3], [-1.1, 0.3, -0.2]], "homo_lumo_gap_ev": 9.8, "e_tot_ha": -400.94474, "total_charge": 0, "e_above_lowest_kcal_mol": 145.6, "smiles": "C=NOC1(C)COC1", "homo_ev": -9.08}

***

[4]
{"formula": "C5H9NO2", "method": "ωB97M-V with the def2-TZVPD basis set", "symbols": ["C", "N", "C", "C", "C", "C", "O", "O", "H", "H", "H", "H", "H", "H", "H", "H", "H"], "coordinates": [[0.93298, -2.60297, -1.53801], [1.54009, -1.53253, -1.79563], [1.08054, -0.25199, -1.29094], [0.79947, -0.31684, 0.23127], [0.37308, 1.02768, 0.88523], [-1.10049, 1.13993, 0.93298], [-1.86700, 1.03965, 0.02175], [-1.54503, 1.39371, 2.19554], [-0.02121, -2.72993, -1.00741], [1.43905, -3.53894, -1.73244], [1.90954, 0.46030, -1.34007], [0.19988, 0.15691, -1.79575], [-0.00181, -1.04827, 0.38293], [1.59046, -0.82646, 0.77418], [0.87303, 1.86430, 0.40307], [1.00883, 1.05888, 1.77490], [-2.50329, 1.48079, 2.29522]], "atomic_forces_ev_per_a": [[0.0, -0.1, 0.5], [0.3, 0.0, 0.0], [0.1, 0.3, 1.4], [-1.3, -0.6, -0.5], [2.6, -1.1, -0.3], [-1.2, 0.8, 1.5], [0.2, -0.2, -0.7], [0.8, 0.0, 0.5], [0.0, 0.4, 0.0], [0.0, -0.2, -0.6], [-0.1, 0.0, -0.7], [0.1, -0.1, -0.1], [-0.3, 0.3, 0.0], [0.6, 0.5, -0.1], [-0.6, 0.2, -0.9], [-1.4, 0.0, 0.9], [0.0, -0.1, -0.7]], "homo_lumo_gap_ev": 10.1, "e_tot_ha": -401.12064, "total_charge": 0, "e_above_lowest_kcal_mol": 35.2, "smiles": "C=NCCCC(=O)O", "homo_ev": -9.37}

***

[5]
{"formula": "C5H9NO2", "method": "ωB97M-V with the def2-TZVPD basis set", "symbols": ["C", "C", "N", "O", "C", "C", "C", "O", "H", "H", "H", "H", "H", "H", "H", "H", "H"], "coordinates": [[2.92492, -0.09108, 0.15513], [2.01269, 0.67128, -0.42799], [0.47137, 0.32790, -0.63682], [-0.17617, 1.37394, -1.30052], [-0.01396, 0.17401, 0.67191], [-1.48487, -0.62899, 0.41644], [-2.62225, -0.03704, 0.07037], [-1.34378, -1.96398, 0.62868], [3.97752, 0.06482, -0.02720], [2.67248, -0.90324, 0.82035], [2.29479, 1.48490, -1.08625], [-0.63713, 0.95758, -2.04252], [-0.24169, 1.10586, 1.19414], [0.56086, -0.54918, 1.23919], [-3.55048, -0.58534, -0.03399], [-2.66915, 1.02564, -0.09146], [-2.17515, -2.42707, 0.45053]], "atomic_forces_ev_per_a": [[-0.6, 0.0, 0.3], [-2.2, -0.4, -2.3], [5.1, 0.2, 0.4], [0.1, 0.7, 0.1], [-5.3, -2.2, -0.1], [1.8, 1.3, 1.1], [0.1, 0.1, 0.1], [0.2, -0.1, 0.0], [0.0, 0.4, 0.2], [-0.1, -0.3, -0.1], [-0.1, 0.0, 0.0], [0.2, -0.1, 0.2], [0.2, 0.0, 0.1], [0.3, 0.3, 0.0], [0.0, -0.2, -0.1], [0.1, 0.1, 0.1], [0.1, 0.2, 0.0]], "homo_lumo_gap_ev": 9.7, "e_tot_ha": -401.00360, "total_charge": 0, "e_above_lowest_kcal_mol": 108.7, "smiles": "C=CN(O)CC(=C)O", "homo_ev": -8.89}

***

[6]
{"formula": "C5H9NO2", "method": "ωB97M-V with the def2-TZVPD basis set", "symbols": ["O", "C", "N", "C", "C", "C", "O", "C", "H", "H", "H", "H", "H", "H", "H", "H", "H"], "coordinates": [[1.07704, -0.87490, -2.05018], [0.47038, -0.63302, -0.92737], [0.67592, 2.40572, -0.60599], [0.18780, 0.99892, -0.50992], [1.32264, -0.12865, 0.17912], [0.55432, 0.70390, 1.18584], [-2.15120, -0.66917, 1.89148], [-0.68906, -1.61645, -0.57069], [-2.82998, -0.76445, 2.57225], [-0.07924, 1.43583, -1.50660], [1.20225, 2.54378, -1.35832], [1.10859, 1.54131, 1.64268], [2.40170, -0.07803, 0.08139], [-0.27936, 0.45722, 1.75736], [-1.29733, -1.27812, 0.30553], [-0.28679, -2.62428, -0.64816], [-1.38769, -1.41961, -1.43841]], "atomic_forces_ev_per_a": [[-0.4, -0.2, 0.6], [2.3, -1.3, 0.8], [-2.0, -2.1, 3.7], [2.5, 2.6, 5.0], [-1.4, 1.0, -0.3], [-0.4, 0.0, -3.6], [0.0, 0.2, 0.1], [-1.8, 2.3, -1.8], [-0.4, -0.1, 0.3], [-1.9, -0.7, -0.4], [3.1, 1.2, -4.8], [-0.1, -0.4, -0.8], [-0.1, 0.3, -0.3], [-1.1, -1.4, 0.8], [1.2, -0.8, -0.6], [0.0, 0.1, 0.4], [0.5, -0.8, 0.8]], "homo_lumo_gap_ev": [8.0, 6.7], "e_tot_ha": -400.41947, "total_charge": 1, "e_above_lowest_kcal_mol": 289.6, "multiplicity": 2, "homo_ev": [-14.40, -14.26]}

***

[7]
{"formula": "C5H9NO2S", "method": "ωB97M-V with the def2-TZVPD basis set", "symbols": ["C", "C", "C", "C", "C", "N", "O", "O", "S", "H", "H", "H", "H", "H", "H", "H", "H", "H"], "coordinates": [[1.61748, 0.13663, -0.24565], [-1.23200, 0.07389, -1.09278], [-1.27920, -1.42683, -0.59970], [0.44486, 0.66566, 0.53055], [0.77442, 1.15824, 1.85030], [-0.71863, 0.92734, -0.11567], [1.33222, -0.10664, -1.55678], [2.62624, -0.23746, 0.30795], [0.07096, -1.89895, 0.48951], [-0.57041, 0.17742, -1.96288], [-2.23742, 0.31405, -1.27863], [-2.24139, -1.61266, -0.09956], [-1.40708, -2.14859, -1.52872], [1.82504, 0.79925, 2.08519], [0.12356, 0.72818, 2.47963], [0.77886, 2.22266, 1.89415], [1.70244, -1.02480, -1.67451], [-1.60995, 1.25259, 0.51759]], "atomic_forces_ev_per_a": [[-0.1, -1.5, 0.4], [1.1, -1.8, -1.6], [-0.7, -1.8, -1.2], [-0.4, -1.4, -2.0], [3.4, 0.3, -1.0], [-2.5, 2.0, 4.0], [1.5, -0.9, 0.1], [-0.1, 1.0, -0.8], [-0.4, 1.2, -0.2], [-1.0, -0.4, 0.1], [-1.2, 0.7, -0.6], [0.2, 0.4, 0.2], [0.8, 1.6, 1.5], [-1.4, 0.4, -0.2], [-2.3, -1.2, 2.8], [-0.2, 0.9, 0.1], [-0.2, 1.2, -0.2], [3.5, -0.8, -1.4]], "homo_lumo_gap_ev": 7.5, "e_tot_ha": -799.26830, "total_charge": 0, "e_above_lowest_kcal_mol": 56.8, "homo_ev": -8.03}

***

Number 1 is which compound? C5H9NO2

***

What is the formula in the fourth record? C5H9NO2

***

Which formula does entry 4 have? C5H9NO2